Entry 1:
Below is one molecule with the formula C7H10O at a distorted geometry, with properties calculated with ωB97M-V/def2-TZVPD.

Each line ends with the Mulliken charge.
Cartesian coordinates (Å):
C (2.0173, -0.2541, 0.4643)  -1.4559
C (0.7678, -0.1934, -0.2983)  -0.0848
C (0.4993, -0.6476, -1.5056)  -0.3641
C (-0.8916, -0.3318, -1.8580)  -0.1753
C (-1.4732, 0.3473, -0.8691)  -1.2175
C (-0.4979, 0.4985, 0.2974)  1.7342
C (-0.9979, -0.2804, 1.4858)  -1.5548
O (-0.2599, 1.8275, 0.7341)  -0.6044
H (2.8324, -0.6350, -0.1303)  0.3854
H (1.8990, -0.9065, 1.3371)  0.2887
H (2.2646, 0.7129, 0.8812)  0.3143
H (1.1916, -1.1882, -2.1365)  0.4752
H (-1.3806, -0.6276, -2.8139)  0.3982
H (-2.5029, 0.7406, -0.8469)  0.3588
H (-1.0326, -1.3420, 1.2137)  0.3565
H (-0.3433, -0.1476, 2.3619)  0.3576
H (-2.0177, 0.1188, 1.7842)  0.3707
H (-0.0746, 2.3084, -0.1011)  0.4171

Results
HOMO-LUMO gap   9.3206 eV
Multiplicity   1
SMILES string   CC1=CC=C[C@]1(C)O

Entry 2:
Below is a 2-piece molecular cluster, C7H10O overall at a distorted geometry, with properties calculated with ωB97M-V/def2-TZVPD.

Each line ends with the Mulliken charge.
Cartesian coordinates (Å):
O (-3.2985, -2.2375, 1.6955)  -0.6063
C (-2.9907, -1.3335, 0.7548)  0.0817
C (-1.3237, -1.7295, 0.6068)  -0.4929
C (-1.8447, -0.3538, 1.0035)  -0.3578
C (2.7893, 0.7327, -0.8654)  0.1904
C (3.9667, 1.3427, -0.6901)  -0.6616
C (0.3172, 1.4099, -0.6735)  -0.7462
C (1.4531, 0.4517, -0.7610)  0.1042
H (-3.6558, -0.9151, -0.0369)  0.2896
H (-0.6557, -1.5658, -0.2089)  0.0145
H (-1.4079, -2.6538, 1.1294)  0.3810
H (-1.9322, 0.4385, 0.2240)  0.2482
H (-1.7913, 0.0858, 2.0273)  0.2372
H (4.8190, 0.8328, -0.2595)  0.2601
H (4.3319, 2.2749, -1.2992)  0.2212
H (-0.2111, 1.4067, -1.5530)  0.4171
H (0.4792, 2.3487, -0.0237)  0.3010
H (0.9551, -0.5353, -1.0701)  0.1186

Results
HOMO-LUMO gap   3.4784 eV
Multiplicity   1